Entry from the Open Molecules 2025 dataset: a cluster of 2 separate species, C20H25BrN4O7 in total in a non-equilibrium geometry (the ωB97M-V functional and the def2-TZVPD basis).

## Properties
HOMO-LUMO gap	3.014	eV
E_tot	-111463.61141	eV
highest occupied orbital energy	-5.948	eV

```
57
Properties=species:S:1:pos:R:3:forces:R:3
C 1.806920 -3.788911 -2.697217 -0.54 0.37 0.98
C 1.894014 -2.287462 -2.047143 1.22 -0.49 -0.78
C 1.057172 -1.190323 -2.888909 -0.10 -0.29 0.18
C -0.151381 -0.506566 -2.040176 -0.33 -0.46 1.25
O -1.000618 0.474361 -2.722078 1.72 -0.14 -4.91
C -0.562679 0.690196 -4.066562 3.32 1.89 -0.40
N 0.146163 1.044024 -4.990795 -4.25 -2.14 4.44
C -1.244257 -1.553757 -1.463776 1.09 -1.62 -0.04
C -1.392650 -3.015964 -2.137633 -1.34 -0.63 -0.10
N -2.861956 -3.257056 -2.435966 1.45 0.27 0.04
C -0.819789 -1.754502 0.069913 1.03 3.83 -1.47
N 0.001382 -0.734042 0.394075 -2.00 -3.61 0.59
C 0.533252 -0.791581 1.789141 2.37 0.05 2.10
O 0.743362 0.499948 2.390837 0.00 -1.37 -0.51
C 0.794980 0.428246 3.832231 -2.95 0.71 3.87
C 2.257001 0.304068 4.526830 -0.88 0.08 -1.48
O -0.276691 0.508468 4.467551 4.66 -0.79 -3.05
C 0.256440 0.305416 -0.687615 0.05 1.41 0.97
C 1.775442 0.821081 -0.642200 1.32 -0.06 0.36
C 2.178005 1.828282 -1.817894 -3.07 2.30 -2.20
O 1.409384 2.575233 -2.456727 3.12 -3.49 3.03
Br 4.113361 1.896096 -2.358482 -1.17 -0.36 0.71
C -0.744651 1.483136 -0.186315 -2.84 3.67 1.11
C -0.233127 2.934773 0.182567 -2.86 -0.32 0.55
C -1.186845 4.067055 0.705663 -1.56 -3.27 -0.89
C -2.726948 3.835987 0.852031 3.44 -3.07 -1.46
C -3.260971 2.416679 0.499818 3.18 0.89 -0.20
C -2.296521 1.265467 0.013068 0.92 3.19 0.75
H 1.004404 -4.358743 -2.097305 1.21 0.66 -1.31
H 1.530091 -3.741457 -3.816648 0.52 -0.15 1.85
H 2.788776 -4.351483 -2.541689 -1.35 0.89 -0.36
H 3.015773 -2.002047 -2.137054 -1.92 -0.24 0.30
H 1.662180 -2.317768 -0.928149 0.20 0.02 -1.59
H 0.641707 -1.748063 -3.817397 0.39 1.25 1.59
H 1.807393 -0.427979 -3.291088 -1.35 -0.75 0.63
H -2.239510 -1.059369 -1.727617 1.30 -0.60 1.30
H -0.855963 -3.145346 -3.136528 -0.54 0.35 1.60
H -1.095978 -3.887767 -1.434536 -0.11 1.63 -1.11
H -3.430512 -3.167795 -1.582997 0.25 0.16 -0.77
H -3.134355 -2.586989 -3.168511 -0.26 -0.45 0.73
H -1.081102 -2.552527 0.840377 0.23 1.23 -1.28
H -0.092027 -1.435536 2.508346 0.32 0.95 -1.56
H 1.576689 -1.305812 1.743319 -1.60 0.67 -0.30
H 2.776326 -0.567345 3.972366 -0.58 1.33 1.11
H 2.128037 0.126554 5.645634 0.07 0.25 -1.74
H 2.843434 1.271570 4.323902 -0.96 -1.47 0.33
H 1.990494 1.380076 0.352971 -0.54 -0.88 -1.63
H 2.559434 -0.034521 -0.666876 -1.53 1.27 -0.08
H 0.881715 3.232926 0.120198 -2.17 -0.69 0.05
H -0.758859 5.095007 0.992175 -0.61 -1.96 -0.55
H -3.350451 4.720402 1.207129 0.74 -1.69 -0.52
H -4.396742 2.232746 0.610258 2.25 0.08 -0.24
H -2.803957 0.258920 -0.180524 0.92 1.68 0.31
N -1.044748 2.968813 6.032646 -0.18 -0.18 0.16
O -0.181001 3.630062 5.417344 0.31 0.09 -0.27
O -0.788925 2.508301 7.161473 0.09 -0.04 0.04
O -2.160116 2.766820 5.514544 -0.10 0.04 -0.12
```
Forces are in eV/Å.

Atomic partial charges in e from the natural (NBO) method, atoms 1 to 5: number 1, C, carries -0.62; number 2, C, carries -0.43; number 3, C, carries -0.48; number 4, C, carries 0.28; number 5, O, carries -0.50

Entry from the Open Molecules 2025 dataset: a cluster of 4 separate species, C20H25BrN6O4P2 in total in a non-equilibrium geometry (the ωB97M-V functional and the def2-TZVPD basis).

## Properties
SMILES	N=[PH2]c1c(CCCC(=O)O)c(CC=O)c2nccnc2c1P(O)Br.CC#N.CC#N.CC#N
HOMO-LUMO gap	6.887	eV
E_tot	-126892.49480	eV
highest occupied orbital energy	-8.250	eV
energy above the lowest of the compared OMol25 structures with the same formula, charge and spin	0.000	eV

```
58
Properties=species:S:1:pos:R:3:forces:R:3
N -1.516474 2.147300 1.530444 1.14 -0.80 0.06
P 0.037123 1.870313 1.215593 -3.21 -0.44 0.24
C 0.262450 0.001238 1.062594 0.88 -1.87 -1.12
C 0.878305 -0.811952 2.187155 -0.66 -1.41 -1.60
C 1.341657 -0.118030 3.523556 -0.08 -0.18 -0.22
C 2.552667 0.874794 3.322358 0.01 0.77 0.79
C 2.484296 2.109932 4.345033 -0.82 0.64 0.06
C 2.657349 3.495088 3.629850 -0.02 0.36 -0.20
O 3.655734 3.854174 3.066803 -0.46 -0.60 0.33
O 1.565628 4.371202 3.592573 0.65 -1.12 0.78
C 0.979305 -2.240743 1.982184 0.13 1.10 0.36
C 1.572682 -3.132543 3.137762 -0.60 -0.78 -0.72
C 0.389191 -3.658752 4.057162 0.66 0.35 -0.03
O 0.259775 -4.817057 4.359956 0.10 0.76 -0.27
C 0.515358 -2.951565 0.736507 0.23 1.70 1.16
N 0.684434 -4.326183 0.703582 -1.65 1.13 -2.89
C 0.186175 -4.830032 -0.449312 0.01 0.39 -0.06
C -0.416604 -4.035284 -1.546308 0.36 0.45 0.75
N -0.540438 -2.687709 -1.529066 1.13 -2.39 1.77
C -0.074592 -2.150315 -0.339431 0.20 1.34 0.75
C -0.182800 -0.653338 -0.177801 1.46 -0.82 1.70
P -0.873152 0.501703 -1.491443 -1.38 0.40 0.44
O -1.838928 -0.350410 -2.572384 2.25 0.41 0.30
Br 0.935429 1.242790 -2.676433 -0.21 -0.78 0.04
H -1.958338 1.222848 1.579864 -0.21 0.55 -0.01
H 0.364643 2.495300 -0.037431 0.79 -0.33 0.81
H 0.778273 2.407780 2.299492 0.50 -0.29 -0.97
H 0.442408 0.406446 3.967070 0.93 -0.35 -0.61
H 1.648374 -0.869536 4.300357 -0.52 0.62 -0.90
H 3.557841 0.404214 3.514481 -1.21 0.12 -0.50
H 2.568850 1.268801 2.284573 0.10 -0.46 0.97
H 3.268298 2.057295 5.142138 -0.59 -0.03 -0.78
H 1.484752 2.148907 4.873132 1.00 -0.29 -0.48
H 0.927773 4.139780 4.291413 0.15 -0.02 -0.45
H 2.365247 -2.609089 3.726192 -0.89 -0.28 -0.40
H 2.049650 -4.068763 2.728122 -0.57 1.06 0.28
H -0.342952 -2.880245 4.443709 0.55 -0.45 -0.42
H 0.252162 -5.939164 -0.590298 -0.06 1.16 0.18
H -0.788831 -4.576225 -2.450679 0.41 0.55 0.90
H -1.239420 -0.792316 -3.212426 -0.67 -0.22 0.41
C -4.483276 0.003191 -4.490565 -0.53 0.11 0.30
C -5.841770 0.393274 -4.043998 0.46 -0.13 -0.21
N -6.895751 0.698321 -3.700283 0.21 -0.04 -0.14
H -4.077558 0.765517 -5.154982 -0.05 -0.04 0.02
H -3.829358 -0.101051 -3.624100 -0.09 0.05 -0.07
H -4.528430 -0.945238 -5.025322 -0.05 0.08 -0.02
C 6.640526 2.274339 0.605795 -0.52 -0.21 0.09
C 5.310092 1.664471 0.833361 0.48 0.26 -0.07
N 4.277453 1.194677 1.012460 0.49 0.05 -0.49
H 6.971254 2.071170 -0.412365 -0.06 -0.02 0.05
H 6.582117 3.352344 0.753924 -0.06 -0.07 0.02
H 7.363538 1.856804 1.305864 -0.07 0.01 -0.02
C -6.701255 1.770502 -7.704641 0.34 -0.45 -0.01
C -5.802220 0.604456 -7.877960 0.33 -0.47 -0.13
N -5.101966 -0.306880 -8.024358 -0.79 1.07 0.24
H -6.149410 2.692949 -7.883797 0.00 -0.07 0.00
H -7.528830 1.707262 -8.410624 0.07 -0.04 0.03
H -7.098456 1.783237 -6.689054 0.04 -0.05 -0.03
```
Forces are in eV/Å.

Atomic partial charges in e from the natural (NBO) method, atoms 1 to 5: number 1, N, carries -1.30; number 2, P, carries 1.26; number 3, C, carries -0.29; number 4, C, carries 0.01; number 5, C, carries -0.45

The highest highest occupied orbital energy belongs to which entry? C20H25BrN4O7

Among the records above, which one has the highest highest occupied orbital energy? C20H25BrN4O7

What is the HOMO-LUMO gap in the first record? 3.014 eV